Record 1
{
  "formula": "C25H49Li2O9",
  "method": "ωB97M-V with the def2-TZVPD basis set",
  "elements": ["Li", "Li", "O", "C", "O", "O", "H", "C", "C", "C", "O", "C", "H", "H", "H", "H", "H", "H", "H", "H", "C", "C", "C", "O", "C", "H", "H", "H", "H", "H", "H", "H", "H", "C", "C", "C", "O", "C", "H", "H", "H", "H", "H", "H", "H", "H", "C", "C", "C", "O", "C", "H", "H", "H", "H", "H", "H", "H", "H", "C", "C", "C", "O", "C", "H", "H", "H", "H", "H", "H", "H", "H", "C", "C", "C", "O", "C", "H", "H", "H", "H", "H", "H", "H", "H"],
  "coordinates": [[-3.291, 0.444, 1.437], [-2.723, 2.649, -0.354], [0.517, 0.202, 0.350], [-0.600, 0.657, 0.959], [-1.193, 0.016, 1.820], [-1.187, 1.686, 0.526], [0.588, -0.738, 0.534], [4.560, 0.242, -1.271], [3.333, 0.299, -2.302], [3.691, 1.307, -3.314], [5.142, 1.297, -3.341], [5.634, 0.854, -2.112], [4.832, -0.787, -1.034], [4.446, 0.724, -0.300], [2.387, 0.485, -1.792], [3.160, -0.614, -2.872], [3.277, 2.297, -3.125], [3.413, 1.123, -4.351], [6.160, 1.609, -1.527], [6.402, 0.151, -2.433], [3.339, 4.578, -0.494], [2.243, 3.494, -0.149], [0.844, 4.189, -0.351], [1.181, 5.442, -0.770], [2.447, 5.494, -1.380], [4.036, 4.082, -1.170], [3.786, 4.915, 0.441], [2.457, 3.159, 0.866], [2.228, 2.610, -0.787], [0.366, 4.363, 0.614], [0.178, 3.681, -1.048], [2.938, 6.467, -1.334], [2.337, 5.104, -2.392], [-0.355, 1.844, -4.204], [-0.009, 0.600, -3.374], [-1.142, -0.229, -3.616], [-2.278, 0.703, -3.542], [-1.843, 1.998, -3.989], [-0.233, 1.760, -5.284], [0.285, 2.716, -4.066], [0.151, 0.818, -2.318], [0.860, 0.133, -3.838], [-1.373, -0.990, -2.871], [-1.053, -0.711, -4.590], [-1.874, 2.730, -3.183], [-2.337, 2.344, -4.898], [-2.922, -5.148, 1.064], [-2.383, -4.111, 2.023], [-2.702, -2.793, 1.281], [-3.961, -3.125, 0.608], [-3.985, -4.459, 0.111], [-3.373, -5.964, 1.628], [-2.126, -5.663, 0.525], [-1.316, -4.067, 2.240], [-2.892, -4.239, 2.979], [-1.916, -2.520, 0.577], [-2.851, -1.972, 1.982], [-3.678, -4.538, -0.932], [-5.038, -4.726, 0.190], [1.354, -3.245, 1.077], [1.463, -3.422, -0.476], [2.918, -3.397, -0.626], [3.566, -2.924, 0.537], [2.544, -2.385, 1.356], [1.455, -4.212, 1.570], [0.429, -2.755, 1.379], [1.041, -2.490, -0.852], [0.823, -4.082, -1.061], [3.353, -3.032, -1.556], [3.190, -4.449, -0.549], [2.413, -1.312, 1.218], [2.805, -2.534, 2.404], [-4.964, 0.835, 5.490], [-3.605, 0.275, 5.628], [-3.077, -0.004, 4.277], [-4.183, 0.543, 3.427], [-5.001, 1.490, 4.140], [-5.134, 1.523, 6.318], [-5.635, -0.007, 5.658], [-3.648, -0.571, 6.314], [-2.979, 0.955, 6.206], [-2.951, -1.070, 4.088], [-2.101, 0.471, 4.188], [-6.011, 1.408, 3.739], [-4.649, 2.518, 4.056]],
  "lowdin_charge": [0.764, 0.831, 0.118, -0.787, -0.036, -0.148, 0.070, -0.112, -0.163, -0.209, -0.116, -0.250, 0.097, 0.106, 0.070, 0.107, 0.101, 0.121, 0.115, 0.123, -0.115, -0.134, -0.234, -0.146, -0.185, 0.097, 0.112, 0.103, 0.075, 0.114, 0.091, 0.124, 0.119, -0.159, -0.191, -0.197, -0.142, -0.203, 0.118, 0.114, 0.106, 0.119, 0.125, 0.132, 0.092, 0.126, -0.146, -0.157, -0.173, -0.176, -0.155, 0.106, 0.104, 0.096, 0.114, 0.106, 0.075, 0.108, 0.119, -0.153, -0.154, -0.237, -0.102, -0.215, 0.125, 0.086, 0.088, 0.123, 0.123, 0.127, 0.110, 0.131, -0.178, -0.202, -0.152, -0.233, -0.165, 0.127, 0.129, 0.128, 0.123, 0.119, 0.116, 0.127, 0.127],
  "lumo_energy_ev": -4.70,
  "total_energy_ha": -1673.87899,
  "relative_energy_ev": 3.362,
  "mol_weight_g_mol": 507.54,
  "charge": 1,
  "homo_energy_ev": -11.07
}

Record 2
{
  "formula": "C10H10BF4N2O2Rh",
  "method": "ωB97M-V with the def2-TZVPD basis set",
  "elements": ["Rh", "N", "C", "C", "O", "O", "H", "H", "H", "H", "F", "B", "F", "F", "F", "C", "C", "C", "C", "C", "C", "C", "C", "N", "H", "H", "H", "H", "H", "H"],
  "coordinates": [[0.209, -0.213, -0.771], [-0.761, 0.693, 0.713], [-1.445, -0.380, 1.483], [-1.864, -1.488, 0.532], [-2.694, -2.308, 0.810], [-1.213, -1.518, -0.642], [-0.039, 1.181, 1.240], [-1.430, 1.371, 0.366], [-2.313, -0.004, 2.019], [-0.739, -0.778, 2.211], [4.039, 0.311, -0.111], [2.868, 0.020, 0.544], [2.326, -1.216, 0.094], [2.923, 0.083, 1.909], [1.849, 1.054, 0.109], [-0.012, 0.994, -2.354], [0.876, -0.042, -2.883], [0.317, -1.285, -3.211], [1.139, -2.368, -3.509], [2.512, -2.202, -3.477], [3.092, -0.980, -3.127], [2.279, 0.087, -2.827], [3.363, -3.330, -3.797], [4.035, -4.226, -4.051], [-1.040, 0.994, -2.697], [0.423, 1.968, -2.154], [-0.759, -1.398, -3.232], [0.711, -3.328, -3.759], [4.167, -0.886, -3.062], [2.717, 1.024, -2.506]],
  "lowdin_charge": [1.134, -0.045, -0.093, -0.587, 0.108, -0.164, 0.117, 0.124, 0.131, 0.140, 0.162, -1.184, 0.070, 0.166, -0.043, -0.102, -0.375, -0.039, 0.005, -0.201, 0.002, -0.023, -0.161, 0.171, 0.081, 0.085, 0.123, 0.131, 0.135, 0.130],
  "lumo_energy_ev": -1.41,
  "total_energy_ha": -1182.12412,
  "relative_energy_ev": 0.825,
  "mol_weight_g_mol": 379.91,
  "homo_energy_ev": -10.00
}

Record 3
{
  "formula": "C4H10N2",
  "method": "ωB97M-V with the def2-TZVPD basis set",
  "elements": ["C", "C", "C", "C", "N", "N", "H", "H", "H", "H", "H", "H", "H", "H", "H", "H"],
  "coordinates": [[0.264, 1.242, -0.648], [0.150, 0.642, 0.593], [-1.249, 0.277, 1.068], [1.296, 0.150, 1.461], [-0.240, -0.992, -3.184], [-0.405, -1.456, -2.120], [1.216, 1.568, -1.067], [-0.526, 1.437, -1.383], [-1.933, 1.032, 0.514], [-1.524, 0.349, 2.196], [-1.398, -0.734, 0.684], [1.078, 0.021, 2.504], [2.166, 0.779, 1.475], [1.750, -0.834, 1.018], [-0.337, -2.607, -1.967], [-0.308, -0.875, -1.144]],
  "lowdin_charge": [-0.007, -0.426, -0.100, -0.078, -0.034, -0.205, 0.061, 0.061, 0.101, 0.106, 0.057, 0.058, 0.058, 0.116, 0.139, 0.092],
  "lumo_energy_ev": 0.75,
  "total_energy_ha": -267.76025,
  "relative_energy_ev": 4.492,
  "mol_weight_g_mol": 86.14,
  "homo_energy_ev": -7.82
}

Record 4
{
  "formula": "C5H13O3",
  "method": "ωB97M-V with the def2-TZVPD basis set",
  "elements": ["C", "O", "C", "C", "C", "C", "H", "H", "H", "H", "H", "H", "H", "H", "H", "H", "H", "O", "H", "H", "O"],
  "coordinates": [[-1.184, -0.027, 1.450], [0.153, -0.226, 1.731], [-1.683, -0.974, 0.356], [-0.828, -0.978, -0.931], [0.297, -1.951, -0.932], [1.531, -1.684, -1.299], [-1.397, 1.014, 1.157], [-1.830, -0.207, 2.344], [-1.682, -2.006, 0.752], [-2.736, -0.827, 0.094], [-0.438, 0.024, -1.131], [-1.469, -1.212, -1.791], [0.014, -2.977, -0.702], [1.840, -0.681, -1.561], [2.336, -2.413, -1.313], [-0.537, 3.454, -1.223], [0.593, 2.732, -0.411], [0.278, 2.960, -1.328], [1.833, 1.363, 0.156], [0.698, 0.754, 1.313], [1.289, 1.723, 0.867]],
  "lowdin_charge": [-0.396, -0.221, -0.208, -0.218, -0.210, -0.021, 0.100, 0.091, 0.097, 0.088, 0.104, 0.102, 0.095, 0.051, 0.039, 0.001, -0.017, -0.130, -0.030, -0.030, -0.285],
  "lumo_energy_ev": 4.00,
  "total_energy_ha": -424.02929,
  "relative_energy_ev": 0.118,
  "mol_weight_g_mol": 121.16,
  "charge": -1,
  "homo_energy_ev": -4.15
}

Record 5
{
  "formula": "C4H6N3",
  "method": "ωB97M-V with the def2-TZVPD basis set",
  "elements": ["C", "C", "C", "C", "N", "N", "N", "H", "H", "H", "H", "H", "H"],
  "coordinates": [[-0.497, 0.714, 1.421], [-0.894, 0.041, -1.282], [1.217, -0.906, 0.127], [0.665, 0.424, 0.510], [-1.625, 0.963, 0.716], [0.276, -0.176, -0.698], [-1.648, 0.915, -0.675], [-0.720, 0.660, 2.458], [-1.215, -0.419, -2.287], [2.264, -1.263, -0.189], [0.829, -1.782, 0.648], [1.373, 1.340, 0.479], [-2.515, 1.420, -0.895]],
  "lowdin_charge": [0.044, -0.017, 0.020, -0.214, 0.092, 0.027, 0.050, 0.121, 0.198, 0.165, 0.128, 0.195, 0.191],
  "lumo_energy_ev": -4.85,
  "total_energy_ha": -319.89624,
  "relative_energy_ev": 3.684,
  "mol_weight_g_mol": 96.11,
  "charge": 1,
  "homo_energy_ev": -14.62,
  "smiles": "C1=N[NH+]=CN2C[C@H]12"
}

What did the second record say?
{
  "formula": "C10H10BF4N2O2Rh",
  "method": "ωB97M-V with the def2-TZVPD basis set",
  "elements": ["Rh", "N", "C", "C", "O", "O", "H", "H", "H", "H", "F", "B", "F", "F", "F", "C", "C", "C", "C", "C", "C", "C", "C", "N", "H", "H", "H", "H", "H", "H"],
  "coordinates": [[0.209, -0.213, -0.771], [-0.761, 0.693, 0.713], [-1.445, -0.380, 1.483], [-1.864, -1.488, 0.532], [-2.694, -2.308, 0.810], [-1.213, -1.518, -0.642], [-0.039, 1.181, 1.240], [-1.430, 1.371, 0.366], [-2.313, -0.004, 2.019], [-0.739, -0.778, 2.211], [4.039, 0.311, -0.111], [2.868, 0.020, 0.544], [2.326, -1.216, 0.094], [2.923, 0.083, 1.909], [1.849, 1.054, 0.109], [-0.012, 0.994, -2.354], [0.876, -0.042, -2.883], [0.317, -1.285, -3.211], [1.139, -2.368, -3.509], [2.512, -2.202, -3.477], [3.092, -0.980, -3.127], [2.279, 0.087, -2.827], [3.363, -3.330, -3.797], [4.035, -4.226, -4.051], [-1.040, 0.994, -2.697], [0.423, 1.968, -2.154], [-0.759, -1.398, -3.232], [0.711, -3.328, -3.759], [4.167, -0.886, -3.062], [2.717, 1.024, -2.506]],
  "lowdin_charge": [1.134, -0.045, -0.093, -0.587, 0.108, -0.164, 0.117, 0.124, 0.131, 0.140, 0.162, -1.184, 0.070, 0.166, -0.043, -0.102, -0.375, -0.039, 0.005, -0.201, 0.002, -0.023, -0.161, 0.171, 0.081, 0.085, 0.123, 0.131, 0.135, 0.130],
  "lumo_energy_ev": -1.41,
  "total_energy_ha": -1182.12412,
  "relative_energy_ev": 0.825,
  "mol_weight_g_mol": 379.91,
  "homo_energy_ev": -10.00
}